{"formula": "C35H78BO19P4Si", "method": "the ωB97M-V functional and the def2-TZVPD basis", "species": ["C", "C", "C", "B", "O", "C", "C", "C", "C", "C", "C", "C", "C", "C", "Si", "C", "C", "C", "C", "C", "C", "C", "C", "C", "C", "O", "C", "O", "H", "H", "H", "H", "H", "H", "H", "H", "H", "H", "H", "H", "H", "H", "H", "H", "H", "H", "H", "H", "H", "H", "H", "H", "H", "H", "H", "H", "H", "H", "H", "H", "H", "H", "H", "H", "H", "H", "H", "H", "H", "H", "C", "O", "P", "O", "O", "C", "O", "C", "H", "H", "H", "H", "H", "H", "H", "H", "H", "C", "O", "P", "O", "O", "C", "O", "C", "H", "H", "H", "H", "H", "H", "H", "H", "H", "C", "O", "P", "O", "O", "C", "O", "C", "H", "H", "H", "H", "H", "H", "H", "H", "H", "C", "O", "P", "O", "O", "C", "O", "C", "H", "H", "H", "H", "H", "H", "H", "H", "H"], "coordinates": [[4.218, -3.895, -7.169], [3.982, -2.584, -7.950], [2.553, -2.037, -7.725], [2.070, -2.042, -6.160], [0.856, -1.168, -6.018], [1.046, -0.408, -4.869], [-0.207, -0.140, -4.027], [-0.010, 1.172, -3.228], [-0.389, 1.055, -1.737], [0.439, 2.115, -0.953], [-0.252, 2.605, 0.324], [0.708, 3.173, 1.369], [1.370, 2.078, 2.243], [2.569, 2.684, 3.034], [4.142, 1.646, 3.031], [3.880, -0.161, 3.472], [5.264, 2.368, 4.394], [5.082, 1.926, 1.396], [4.318, 2.016, 0.227], [4.846, 2.248, -1.035], [6.219, 2.380, -1.168], [7.003, 2.302, -0.026], [6.485, 2.078, 1.243], [2.347, -0.878, -4.148], [2.212, -1.904, -3.027], [3.519, -2.283, -2.594], [3.605, -2.251, -1.189], [3.058, -1.470, -5.216], [5.006, -4.461, -7.684], [3.307, -4.497, -7.208], [4.485, -3.716, -6.127], [4.769, -1.847, -7.766], [4.066, -2.861, -9.015], [1.878, -2.719, -8.262], [2.458, -1.011, -8.108], [1.743, -3.193, -5.813], [1.324, 0.601, -5.250], [-0.475, -0.963, -3.355], [-1.034, 0.014, -4.727], [1.048, 1.446, -3.297], [-0.595, 2.003, -3.643], [-1.464, 1.176, -1.565], [-0.025, 0.084, -1.383], [0.605, 2.937, -1.661], [1.421, 1.657, -0.786], [-0.887, 1.806, 0.724], [-0.926, 3.420, 0.028], [0.098, 3.759, 2.072], [1.438, 3.874, 0.953], [0.607, 1.814, 2.978], [1.661, 1.226, 1.622], [2.830, 3.641, 2.566], [2.325, 2.889, 4.082], [3.385, -0.193, 4.451], [3.290, -0.733, 2.751], [4.828, -0.692, 3.605], [5.897, 3.136, 3.947], [4.595, 2.732, 5.176], [5.900, 1.566, 4.783], [3.242, 1.891, 0.320], [4.184, 2.331, -1.890], [6.673, 2.546, -2.138], [8.080, 2.429, -0.101], [7.135, 2.011, 2.109], [2.992, -0.060, -3.789], [1.631, -1.514, -2.174], [1.650, -2.771, -3.401], [4.624, -2.508, -0.895], [2.877, -2.947, -0.745], [3.372, -1.244, -0.805], [11.345, -2.645, 7.409], [11.216, -1.213, 7.306], [9.873, -0.618, 6.536], [10.245, 0.813, 6.424], [8.884, -0.954, 7.772], [8.908, -0.094, 8.907], [8.641, -0.789, 5.482], [8.776, -0.157, 4.201], [12.300, -2.861, 7.880], [10.543, -3.056, 8.027], [11.325, -3.110, 6.423], [9.565, 0.762, 8.767], [9.247, -0.664, 9.775], [7.893, 0.257, 9.090], [9.793, -0.241, 3.825], [8.484, 0.889, 4.273], [8.098, -0.648, 3.504], [-2.645, -2.879, 2.755], [-2.982, -1.662, 2.062], [-3.936, -1.788, 0.707], [-3.827, -0.404, 0.187], [-5.269, -2.066, 1.592], [-5.874, -0.964, 2.255], [-4.603, -2.609, -0.533], [-4.089, -2.340, -1.854], [-1.974, -2.624, 3.571], [-3.544, -3.344, 3.167], [-2.141, -3.580, 2.089], [-5.395, -0.011, 2.032], [-5.823, -1.136, 3.332], [-6.922, -0.910, 1.959], [-3.010, -2.206, -1.848], [-4.569, -1.449, -2.252], [-4.338, -3.191, -2.484], [-4.071, 5.099, -5.801], [-4.523, 3.748, -5.588], [-4.873, 3.291, -4.034], [-5.039, 1.830, -4.219], [-6.272, 4.115, -3.996], [-7.394, 3.557, -4.668], [-4.702, 3.471, -2.426], [-3.830, 2.540, -1.754], [-3.830, 5.208, -6.856], [-4.859, 5.810, -5.542], [-3.178, 5.308, -5.212], [-7.185, 2.572, -5.081], [-7.689, 4.226, -5.479], [-8.217, 3.482, -3.957], [-2.948, 2.325, -2.350], [-4.369, 1.620, -1.541], [-3.521, 2.985, -0.810], [-10.836, 0.184, 2.284], [-10.604, -1.090, 2.910], [-11.869, -2.197, 2.872], [-11.168, -3.144, 3.798], [-11.640, -2.561, 1.318], [-10.432, -3.250, 0.984], [-13.352, -2.919, 2.928], [-13.829, -3.332, 4.211], [-9.951, 0.803, 2.408], [-11.019, 0.049, 1.215], [-11.690, 0.683, 2.745], [-9.841, -3.506, 1.861], [-9.842, -2.601, 0.336], [-10.683, -4.160, 0.442], [-13.578, -2.613, 4.987], [-13.403, -4.302, 4.456], [-14.913, -3.423, 4.146]], "energy_ev": -122173.9375, "orbital_gap_ev": 3.28, "total_charge": -1, "lumo_energy_ev": -0.42, "relative_energy_ev": 0.000, "max_force_ev_per_a": 8.24}

=====

{"formula": "C5H9P", "method": "the ωB97M-V functional and the def2-TZVPD basis", "species": ["C", "C", "C", "C", "C", "P", "H", "H", "H", "H", "H", "H", "H", "H", "H"], "coordinates": [[-3.840, 0.189, 0.221], [-2.721, 0.006, -0.213], [1.443, -1.469, 0.398], [1.388, 1.056, -0.228], [0.671, -0.099, 0.273], [-1.092, -0.180, -0.924], [-4.887, 0.150, 0.287], [2.169, -1.540, -0.324], [0.760, -2.312, 0.288], [2.000, -1.271, 1.333], [1.623, 0.855, -1.244], [2.270, 1.193, 0.356], [0.868, 2.113, -0.338], [0.094, 0.140, 1.141], [-0.746, 1.170, -1.026]], "energy_ev": -14615.6746, "orbital_gap_ev": 9.08, "lumo_energy_ev": 0.69, "relative_energy_ev": 2.645, "max_force_ev_per_a": 4.46}